Computed, not measured: 2 unconnected molecules or ions with the total composition C6H16N4, with ωB97M-V/def2-TZVPD.

```
! RIJCOSX wB97M-V def2-TZVPD def2/J DEFGRID3
* xyz 2 1
C 7.54 -1.41 -0.23
C 6.69 -1.57 -1.20
C 6.65 0.69 0.22
C 8.50 -0.06 1.61
C 3.53 0.89 -0.71
C -10.65 0.49 0.22
N 7.54 -0.25 0.55
N 4.85 1.16 -1.26
N 5.90 0.51 -0.81
N -10.79 -0.86 -0.38
H 8.27 -2.16 0.07
H 6.30 -2.09 -2.03
H -10.05 -1.49 -0.04
H 6.62 1.58 0.84
H 9.27 -0.82 1.56
H 8.98 0.92 1.52
H 8.01 -0.12 2.59
H 3.18 1.77 -0.18
H 2.83 0.64 -1.50
H 3.59 0.06 -0.01
H -10.71 0.42 1.31
H -9.69 0.92 -0.05
H -11.44 1.14 -0.13
H 4.88 1.34 -2.26
H -10.73 -0.80 -1.40
H -11.70 -1.27 -0.14
*
```

- HOMO level (alpha / beta) (eV) = -13.8 / -13.8
- LUMO (alpha / beta) (eV) = -5.619 / -5.623
- energy relative to the best compared isomer or geometry (same formula, charge and spin) (kJ/mol) = 248.6
- F_max (hartree/bohr) = 0.084
- Kohn-Sham gap (alpha / beta) (eV) = 8.16 / 8.15



Computed, not measured: 2 unconnected molecules or ions with the total composition C6H16N4O, with ωB97M-V/def2-TZVPD.

```
! RIJCOSX wB97M-V def2-TZVPD def2/J DEFGRID3
* xyz 2 1
C -0.27 -1.40 -1.31
C 0.22 0.94 -0.54
C 0.03 -0.90 -2.81
C 0.64 1.24 -2.00
C -0.33 -0.38 -0.29
C -0.91 -1.93 1.47
N 0.00 2.17 4.55
N -0.69 -0.63 0.91
N -0.45 1.40 3.71
N 1.07 0.03 -2.77
O 0.26 1.00 2.74
H -1.27 -1.73 -1.40
H 0.38 -2.25 -0.93
H 1.13 1.08 0.03
H -0.54 1.73 -0.43
H 0.29 -1.67 -3.54
H -1.01 -0.45 -3.09
H -0.17 1.71 -2.59
H 1.45 1.93 -2.01
H -0.59 0.11 1.64
H -0.35 -1.88 2.41
H -1.97 -2.15 1.59
H -0.52 -2.80 0.84
H -0.46 2.21 5.40
H 0.86 2.76 4.57
H 1.85 -0.56 -2.42
H 1.33 0.43 -3.73
*
```

- HOMO level (eV) = -16.1
- LUMO (eV) = -7.251
- energy relative to the best compared isomer or geometry (same formula, charge and spin) (kJ/mol) = 347.8
- F_max (hartree/bohr) = 0.096
- Kohn-Sham gap (eV) = 8.86



Computed, not measured: a gas-phase ion, C6H16N6PS (charge +1), with ωB97M-V/def2-TZVPD.

```
! RIJCOSX wB97M-V def2-TZVPD def2/J DEFGRID3
* xyz 1 1
C -1.23 1.66 -2.19
N -0.91 0.46 -2.97
C -0.06 -0.50 -2.34
N -0.75 -1.14 -1.20
N -1.59 -2.12 -1.40
N -2.15 -2.43 -0.28
C -1.62 -1.66 0.68
P -2.23 -1.80 2.43
S -4.12 -1.79 2.59
N -0.72 -0.84 0.12
C 0.15 0.18 0.76
C 1.66 0.01 0.52
C 2.49 0.60 1.69
N 3.00 1.94 1.53
H -1.81 1.37 -1.31
H -1.87 2.30 -2.78
H -0.35 2.24 -1.87
H -0.49 0.73 -3.85
H 0.10 -1.33 -3.03
H 0.91 -0.16 -1.97
H -1.49 -0.75 3.00
H -1.48 -2.92 2.80
H -0.22 1.16 0.46
H -0.06 0.06 1.82
H 1.96 0.53 -0.39
H 1.89 -1.05 0.38
H 1.88 0.60 2.60
H 3.32 -0.08 1.89
H 3.48 2.08 0.65
H 2.31 2.66 1.65
*
```

- HOMO level (eV) = -12.7
- LUMO (eV) = -4.314
- energy relative to the best compared isomer or geometry (same formula, charge and spin) (kJ/mol) = 11.3
- F_max (hartree/bohr) = 0.009
- Kohn-Sham gap (eV) = 8.40



Computed, not measured: 2 unconnected molecules or ions with the total composition C6H16NO, with ωB97M-V/def2-TZVPD.

```
! RIJCOSX wB97M-V def2-TZVPD def2/J DEFGRID3
* xyz 1 1
C -0.38 -0.52 0.74
C -0.48 0.37 -0.51
C 0.42 1.59 -0.48
C 1.07 1.96 -1.56
C 0.41 2.49 0.75
C -0.99 2.53 1.50
N -0.17 -2.01 0.21
H -1.24 -0.59 1.38
H 0.59 -0.45 1.23
H -1.54 0.69 -0.59
H -0.24 -0.23 -1.40
H 1.86 2.69 -1.52
H 1.17 1.47 -2.55
H 1.16 2.26 1.53
H 0.37 3.54 0.46
H -0.70 2.83 2.50
H -1.68 3.21 1.05
H -1.34 1.50 1.54
H -0.89 -2.65 0.53
H 0.82 -2.28 0.37
H -0.21 -2.01 -0.82
H 0.84 -5.05 -0.17
H 0.39 -4.95 -1.63
O 0.24 -4.57 -0.76
*
```

- HOMO level (eV) = -12.8
- LUMO (eV) = -3.417
- energy relative to the best compared isomer or geometry (same formula, charge and spin) (kJ/mol) = 195.3
- F_max (hartree/bohr) = 0.056
- Kohn-Sham gap (eV) = 9.41



Computed, not measured: a gas-phase ion, C6H16NO (charge +1), with ωB97M-V/def2-TZVPD.

```
! RIJCOSX wB97M-V def2-TZVPD def2/J DEFGRID3
* xyz 1 1
C -0.21 0.90 2.68
C -1.09 0.11 1.70
C -0.35 -1.09 1.13
C 0.79 -0.75 0.16
C 0.36 0.15 -0.99
N 1.53 0.53 -1.85
C -0.62 -0.45 -1.94
O -0.86 0.45 -3.02
H -0.24 0.36 3.63
H 0.85 0.97 2.43
H -0.51 1.92 2.90
H -1.54 0.77 0.95
H -1.95 -0.17 2.26
H 0.08 -1.59 1.99
H -1.01 -1.87 0.75
H 1.56 -0.23 0.74
H 1.27 -1.68 -0.15
H 0.03 1.08 -0.51
H 2.20 1.01 -1.28
H 1.96 -0.35 -2.15
H 1.08 0.96 -2.67
H -0.22 -1.35 -2.42
H -1.58 -0.82 -1.54
H -1.52 1.12 -2.78
*
```

- HOMO level (eV) = -14.9
- LUMO (eV) = -3.304
- energy relative to the best compared isomer or geometry (same formula, charge and spin) (kJ/mol) = 83.4
- F_max (hartree/bohr) = 0.035
- Kohn-Sham gap (eV) = 11.57



Computed, not measured: a molecular structure, C6H16NO14S3Sn, with ωB97M-V/def2-TZVPD.

```
! RIJCOSX wB97M-V def2-TZVPD def2/J DEFGRID3
* xyz -3 1
C -3.25 3.29 -0.50
O -1.96 3.13 -0.98
C -1.82 2.18 -2.08
C -0.42 1.60 -1.93
N -0.22 0.93 -0.55
H -1.11 0.55 -0.18
H 0.41 0.11 -0.57
C 0.16 1.81 0.59
C -0.24 1.10 1.95
O 0.71 0.09 2.22
C 1.77 0.57 3.06
H -3.18 4.18 0.12
H -3.66 2.53 0.16
H -4.07 3.60 -1.17
H -2.01 2.71 -3.02
H -2.64 1.46 -2.00
H 0.33 2.39 -1.98
H -0.28 0.83 -2.68
H -0.44 2.71 0.72
H 1.24 1.96 0.49
H -1.18 0.57 1.80
H -0.24 1.87 2.72
H 2.36 -0.25 3.47
H 1.47 0.96 4.04
H 2.40 1.29 2.54
Sn 0.58 -2.74 1.49
S 2.84 -5.22 -1.03
O 2.78 -4.63 -2.38
O 1.72 -4.75 -0.19
O 2.84 -6.68 -1.06
O 4.13 -4.57 -0.71
S 2.71 -0.96 -0.64
O 3.01 -1.42 0.72
O 3.22 0.41 -0.91
O 3.36 -1.88 -1.55
O 1.24 -1.00 -0.80
S -2.51 -1.74 0.13
O -2.10 -1.85 1.54
O -3.91 -2.09 -0.02
O -2.38 -0.32 -0.23
O -1.68 -2.72 -0.61
*
```

- HOMO level (eV) = 3.3
- LUMO (eV) = 5.780
- energy relative to the best compared isomer or geometry (same formula, charge and spin) (kJ/mol) = 214.3
- F_max (hartree/bohr) = 0.130
- Kohn-Sham gap (eV) = 2.48